Entry 1:
DFT (ωB97M-V/def2-TZVPD) results for a structure of composition C29H30F2N4O13W in a non-equilibrium geometry.

Output
Kohn-Sham gap (spin up / spin down) ... 4.85 / 4.85 eV
HOMO energy (spin up / spin down) ... -6.7 / -6.7 eV
Net charge ... 0

Each line ends with the Löwdin charge.
Atoms and positions in Å:
W -0.7717 0.0846 0.2768  1.757
F -1.9842 0.6172 -5.0991  0.069
F -3.7794 -3.1036 -2.9608  0.056
O 1.4350 0.6936 -1.0284  -0.243
O 1.4789 -2.3179 -1.1526  -0.195
O -3.9878 0.4754 0.8226  -0.023
O -2.1542 0.1945 2.0863  -0.087
O 2.0732 2.0061 3.2437  0.088
O 0.0614 1.7625 1.6257  -0.107
O 0.5902 -0.6833 1.4833  -0.223
O 2.3849 3.9540 4.1059  0.142
O -2.8504 2.9491 -0.1753  0.137
O -0.7055 7.7878 0.4794  0.087
O 2.3389 -1.4728 2.5625  0.098
O -0.9985 1.8103 -0.6787  -0.220
O 0.9017 7.9081 1.9105  0.078
N -1.4980 -1.9799 0.4843  -0.022
N 1.8567 3.3073 3.2514  -0.227
N 0.7604 0.8583 4.1688  0.062
N 0.1052 7.2855 1.2334  -0.358
C 2.0108 -0.1558 -2.0416  -0.156
C -2.9554 -2.0333 -2.9062  -0.208
C 0.9808 5.2383 2.1953  0.102
C 1.2408 -0.9579 2.5756  -0.542
C -2.7886 -4.4520 0.8114  -0.053
C -0.7753 5.0734 0.5399  0.106
C 0.5703 -0.5745 3.9035  -0.162
C -2.8855 -1.2694 -4.0451  0.064
C 1.0872 -0.2092 6.2625  -0.126
C -4.7993 0.6070 2.0006  -0.016
C -0.7405 3.7133 0.6229  -0.028
C 2.5365 -1.5108 -1.5895  -0.214
C -2.0785 -0.1475 -3.9974  -0.267
C -1.6537 2.8120 -0.1296  -0.534
C 0.1375 3.0153 1.5063  -0.246
C 0.4852 1.0374 5.5993  -0.100
C -2.2420 -2.5198 -0.5261  -0.180
C 1.1993 -1.2483 5.1240  -0.096
C -2.2468 -1.7239 -1.7415  -0.119
C -1.4443 -0.5576 -1.7011  -0.147
C 1.0226 3.8339 2.3080  -0.063
C 1.9660 -3.5759 -0.7265  -0.094
C -2.0205 -3.9051 1.8318  -0.053
C -1.3898 0.2147 -2.8647  -0.044
C 2.4525 1.2257 -0.1840  -0.065
C 0.1143 5.8333 1.3291  -0.126
C -2.8887 -3.7477 -0.3673  0.008
C -1.4058 -2.6974 1.6202  -0.102
C -2.7070 0.3341 0.9579  -0.493
H -1.8862 -4.4155 2.7749  0.107
H 0.9373 1.9657 5.9497  0.130
H 3.3810 1.3434 -0.7470  0.101
H 2.2404 -1.4755 4.9053  0.115
H 2.8429 0.3937 -2.4925  0.126
H -5.7632 0.1751 1.7522  0.095
H 3.0231 -2.0012 -2.4435  0.132
H -0.8262 1.1395 -2.8852  0.112
H 0.1241 1.3945 3.5849  0.152
H 1.1081 -4.2069 -0.5100  0.086
H 0.4527 -0.5605 7.0740  0.109
H -3.4723 -4.1443 -1.1785  0.107
H 3.2802 -1.3870 -0.7906  0.131
H -3.4495 -1.5267 -4.9298  0.131
H 2.6224 0.5955 0.6867  0.083
H -0.7716 -2.2896 2.3862  0.088
H -0.5011 -0.7937 3.8386  0.146
H -0.5926 1.0875 5.7888  0.133
H -4.9092 1.6664 2.2262  0.101
H 2.1183 2.2079 0.1362  0.084
H 1.3488 1.5841 3.8840  -0.185
H -3.2828 -5.4051 0.9388  0.110
H 1.6451 5.8376 2.8005  0.136
H 1.2307 -0.3021 -2.7860  0.116
H 2.5596 -4.0496 -1.5177  0.087
H 2.5870 -3.4723 0.1697  0.090
H -4.3330 0.0883 2.8350  0.086
H -1.4702 5.5591 -0.1303  0.143
H 2.0684 0.0146 6.6779  0.112
H 0.6952 -2.1833 5.3633  0.121

=====

Entry 2:
DFT (ωB97M-V/def2-TZVPD) results for a structure of composition C29H30N10NiOS in a non-equilibrium geometry.

Output
Kohn-Sham gap (spin up / spin down) ... 2.60 / 4.02 eV
HOMO energy (spin up / spin down) ... 0.4 / -1.0 eV
Net charge ... -2
2S+1 ... 3
<S²> ... 2.04

Each line ends with the Löwdin charge.
Atoms and positions in Å:
Ni -0.0183 0.4771 0.4375  0.115
S -2.2827 0.1767 -0.1860  0.628
O 1.5179 4.9526 -0.7342  -0.043
N 0.8939 0.4822 -1.3086  0.026
N 3.7084 4.6682 -1.3502  0.155
N -2.4282 -3.1674 -2.2855  0.032
N 4.2042 6.7058 -4.1865  0.048
N -0.2113 6.5904 -3.0601  0.074
N -0.3286 1.5409 2.0103  0.014
N -3.3737 -1.1437 -2.6762  0.181
N 1.3164 -0.4852 1.2866  0.044
N 2.7220 -0.9162 -0.6632  0.101
N 0.8838 0.1074 3.5847  0.108
C 2.6147 -0.2706 -2.9010  -0.067
C 0.9144 6.2898 -2.9239  -0.293
C -1.0304 3.0282 4.2832  -0.115
C -3.4053 -2.3449 0.4947  -0.600
C 2.2626 6.0525 -2.6854  -0.261
C -2.6537 -1.9124 -1.8768  -0.351
C 3.2503 6.3793 -3.5765  -0.315
C 2.0580 0.5329 -3.8361  -0.136
C -3.0920 -3.8665 0.6217  -0.058
C 2.5018 5.2199 -1.4912  -0.545
C 0.1680 1.1908 3.2406  -0.336
C 4.6566 -2.0988 1.6082  -0.043
C -3.2360 -1.7215 1.8771  -0.115
C 2.0428 -0.2356 -1.5974  -0.343
C 3.3985 -1.4516 1.6580  -0.114
C -1.0638 2.6722 1.9277  -0.172
C 2.7421 -1.3742 2.9117  -0.128
C 0.8654 1.2579 -3.5784  -0.102
C 4.4049 -2.7407 3.9068  -0.159
C 5.1881 -2.6496 2.7710  -0.150
C 2.4410 -0.9432 0.6536  -0.295
C 0.3419 1.1991 -2.2862  -0.173
C -2.3841 -1.6091 -0.4264  -0.613
C -2.8746 -3.7455 -3.5908  -0.024
C 1.5199 -0.5929 2.6745  -0.291
C -4.8291 -2.0316 0.0071  -0.079
C 3.2147 -2.0372 4.0553  -0.045
C -0.1933 1.9608 4.3730  -0.064
C -1.4231 3.4526 2.9833  -0.114
H -5.1279 -2.5554 -0.9309  0.074
H 2.5856 0.6819 -4.7904  0.092
H 0.3869 1.8701 -4.3372  0.079
H 3.7733 4.1861 -0.4708  0.103
H -4.9328 -0.9441 -0.1679  0.069
H -3.4351 -4.6410 -3.3028  0.086
H 2.6415 -2.0055 4.9689  0.093
H -1.3325 3.5289 5.1999  0.083
H -5.5636 -2.3462 0.7638  0.080
H -3.6904 -4.2923 1.4682  0.088
H 0.2944 1.5908 5.2516  0.087
H -3.6484 -0.7101 1.9435  0.056
H 5.1659 -2.1187 0.6435  0.095
H -1.6131 -3.5901 -1.8412  0.159
H -1.9617 -3.9643 -4.1651  0.096
H -3.7943 -1.5084 -3.5494  0.112
H -3.6185 -0.1852 -2.3599  0.093
H -2.1522 -1.5787 2.1295  0.098
H -3.7185 -2.3416 2.6643  0.084
H 3.4405 -0.9520 -3.0635  0.091
H -1.2832 3.0027 0.9067  0.107
H -2.0671 4.3575 2.8464  0.098
H 4.8089 -3.2600 4.7726  0.077
H -3.4998 -3.0915 -4.1897  0.062
H -3.3716 -4.4128 -0.3036  0.063
H 6.1589 -3.0849 2.8414  0.069
H -1.4122 -2.0323 -0.1384  0.101
H -2.0590 -4.0569 0.8102  0.069
H -0.5115 1.7898 -2.0113  0.077
H 4.5335 5.0653 -1.7348  0.078

=====

Entry 3:
DFT (ωB97M-V/def2-TZVPD) results for a structure of composition C29H30N3O6Pb.

Output
Kohn-Sham gap ... 6.77 eV
HOMO energy ... -10.4 eV
Net charge ... +1

Each line ends with the Löwdin charge.
Atoms and positions in Å:
Pb -0.2815 -0.3545 0.2491  1.492
O -1.8863 0.5769 -0.7552  -0.156
O -6.5208 1.1190 1.1113  0.048
O -0.4419 -0.0443 2.3104  -0.181
O -5.5137 3.1231 1.6381  0.045
O -1.1146 -2.2646 -0.0049  -0.181
O -0.7063 1.9129 3.3237  0.114
N 0.6481 1.7135 0.1332  -0.040
N 0.6134 -0.8889 -1.8077  -0.051
N 1.8175 -1.2524 0.9456  -0.263
C 1.9431 -0.4001 -2.1293  -0.175
C 2.6928 -0.2682 1.6493  -0.155
C -3.0724 -3.1080 -0.9912  0.005
C 3.0084 -1.2146 -1.3731  -0.133
C -1.5082 3.1997 -3.9385  -0.072
C 2.5081 -1.9833 -0.1546  -0.180
C -1.2037 1.0018 2.7115  -0.543
C -2.6339 0.9494 2.3167  -0.165
C 2.8894 1.1087 1.0209  -0.138
C -1.8382 -2.4661 -1.1174  -0.324
C -2.5028 2.2163 -3.9024  -0.046
C -1.3792 -2.1304 -2.4125  -0.150
C -2.1671 -2.4576 -3.5298  -0.030
C -4.5814 -0.3056 1.5940  0.036
C -0.1086 -1.5016 -2.6720  -0.042
C -4.6320 2.1008 1.8302  -0.193
C -3.3879 -3.0708 -3.3874  -0.068
C -0.6718 2.3766 -1.8151  -0.143
C 1.4406 -2.2965 1.9426  -0.063
C -6.7676 2.5111 1.3372  -0.108
C -5.2424 0.8935 1.5095  -0.203
C -3.8326 -3.3985 -2.1043  -0.042
C -3.3329 2.1667 2.2468  0.090
C -0.6177 3.2771 -2.8978  -0.030
C -3.2459 -0.2565 1.9994  -0.038
C 1.6949 2.0557 1.1025  -0.168
C -2.5988 1.3369 -2.8467  0.004
C 0.3208 2.5490 -0.7870  -0.053
C -1.6946 1.3992 -1.7762  -0.329
H 3.6668 -0.7502 1.7895  0.138
H 2.3448 -2.7849 2.3146  0.110
H -1.7940 -2.2104 -4.5172  0.120
H 1.8050 -2.7484 -0.4850  0.124
H -3.2177 2.1497 -4.7127  0.115
H 3.4043 -1.9848 -2.0384  0.126
H 0.2644 -1.5633 -3.6981  0.149
H -1.4519 3.8940 -4.7644  0.109
H 3.6963 1.5731 1.5925  0.132
H 0.1509 4.0417 -2.8972  0.118
H -7.4443 2.6244 2.1868  0.142
H 0.8711 3.4936 -0.8156  0.146
H -7.1808 2.9544 0.4335  0.140
H -3.4058 -3.3711 0.0036  0.124
H -3.3767 0.5854 -2.8018  0.126
H -2.8514 3.0978 2.5099  0.139
H 3.3605 -2.5062 0.2921  0.136
H -3.9874 -3.3114 -4.2536  0.110
H 1.2515 2.0303 2.1001  0.108
H 2.1141 -0.4452 -3.2074  0.128
H -5.0755 -1.2366 1.3574  0.123
H 3.8562 -0.5777 -1.1236  0.108
H 1.9921 0.6497 -1.8408  0.097
H 2.0254 3.0791 0.9069  0.128
H 2.2534 -0.1231 2.6362  0.130
H 0.8001 -3.0359 1.4655  0.092
H -2.6862 -1.1800 2.0867  0.112
H -4.7867 -3.8943 -1.9792  0.116
H 0.9081 -1.8338 2.7671  0.088
H 3.2499 1.0531 -0.0058  0.095

=====

Energy in eV, matching the order above: -70389.39054; -99387.11602; -52556.47922